Entry 1:
14
Properties=species:S:1:pos:R:3:forces:R:3:mulliken_charge:R:1 method="wB97M-V/def2-TZVPD" e_homo_ev=-15.247 orbital_gap_ev=7.3 total_charge=+1
C -0.52627 -0.55239 1.40395 2.36 0.27 0.05 0.3061
C -0.07122 0.19052 -0.41398 3.26 -1.12 5.21 -0.3133
C -1.20231 -0.20531 0.28762 1.29 -0.74 1.34 0.5283
C -2.42039 -0.39609 -0.36456 -3.68 2.45 -0.91 -1.1733
C 2.41254 0.38330 0.10888 2.28 0.14 -0.58 -0.6532
N 0.69108 -0.37201 1.62684 -1.25 -0.53 1.10 -0.6506
N 1.10357 0.01799 0.42660 -4.26 0.46 -2.00 0.5643
H -0.04321 0.49711 -1.36982 0.28 0.82 -3.32 0.4762
H -2.23218 -0.83701 -1.31581 -0.31 -0.47 -0.71 0.3286
H -2.71109 0.69115 -0.52667 -0.40 -1.27 -0.38 0.3305
H -3.28736 -0.83389 0.14319 0.68 -0.21 0.11 0.3530
H 2.72159 1.35735 0.46841 -0.31 0.27 0.24 0.3336
H 3.12625 -0.34689 0.50971 -0.25 0.05 -0.31 0.2949
H 2.43900 0.40618 -0.98436 0.30 -0.12 0.16 0.2752

Entry 2:
7
Properties=species:S:1:pos:R:3:forces:R:3:mulliken_charge:R:1 method="wB97M-V/def2-TZVPD" e_homo_ev=-16.811 orbital_gap_ev=8.6 total_charge=+1
C 1.32293 -0.13436 -0.20234 0.93 -0.90 -0.99 0.2338
N 0.79354 1.00334 -0.10871 0.56 0.75 -0.39 -0.0607
O -2.42436 -0.02490 1.19984 -0.34 -0.23 -0.06 -0.1613
O -0.65033 0.98427 -0.08638 -0.32 0.12 -0.05 -0.1732
S -1.87367 0.04159 -0.09162 0.96 0.27 0.53 0.8617
Cl 0.41597 -1.56162 -0.21176 -0.31 -0.89 -0.10 -0.0693
H 2.41591 -0.30833 -0.49903 -1.48 0.87 1.06 0.3689

Entry 3:
46
Properties=species:S:1:pos:R:3:forces:R:3:mulliken_charge:R:1 method="wB97M-V/def2-TZVPD" e_homo_ev=-0.925 orbital_gap_ev=5.3 total_charge=-2
C -0.60174 1.10036 -2.79477 0.79 -0.51 -0.02 0.5688
C -0.75695 -0.30383 -3.03947 0.97 0.42 0.03 0.4741
C 0.54604 -0.88884 -3.01621 -0.33 0.52 0.33 0.5650
C -2.01708 -1.04131 -3.34976 -0.20 -0.10 0.15 -1.3614
C 1.50269 0.14002 -2.74559 -1.01 -0.22 -0.02 0.5281
C 0.80015 1.36789 -2.61444 -0.79 -0.49 -0.35 0.7009
C 1.41856 2.71739 -2.44592 0.03 0.16 0.26 -1.7789
C -1.70034 2.11103 -2.77843 -0.33 0.26 0.15 -1.6172
C 0.85013 -2.32634 -3.29847 0.02 -0.26 0.05 -1.3871
C 2.98246 -0.05298 -2.76341 0.14 -0.05 0.26 -1.7571
Ce -0.20550 -0.10201 -0.32307 -0.70 0.63 -0.74 0.8906
Cl -3.45379 -3.59316 -0.41598 -0.17 -0.37 -0.24 -0.9573
Cl -2.74223 -0.27605 -0.24716 0.35 0.45 -0.02 -0.3149
Cl 0.74853 -2.50960 -0.10931 0.45 0.09 0.01 -0.4465
H -2.88983 -0.45820 -3.04549 0.08 -0.16 -0.06 0.3118
H -2.05602 -1.98510 -2.79244 -0.21 0.08 -0.08 0.2965
H -2.10531 -1.26594 -4.42026 0.08 0.01 0.02 0.3150
H 0.06601 -2.97348 -2.87438 0.30 0.15 -0.22 0.3323
H 1.79846 -2.62179 -2.82442 -0.30 0.02 -0.20 0.3388
H 0.91987 -2.51813 -4.38512 -0.01 0.04 0.27 0.3165
H 3.23842 -0.96849 -2.22188 0.14 0.07 -0.04 0.3685
H 3.48424 0.78832 -2.27780 0.08 -0.09 -0.02 0.3638
H 3.39268 -0.14301 -3.78070 -0.14 0.03 0.12 0.2651
H 2.32505 2.63357 -1.83870 -0.01 0.16 0.00 0.3614
H 0.72957 3.38353 -1.91889 0.13 -0.07 0.00 0.3213
H 1.70507 3.20749 -3.39108 -0.12 -0.25 0.07 0.2556
H -2.60551 1.67886 -2.32972 0.19 0.16 -0.10 0.3656
H -1.96798 2.47592 -3.78533 0.15 -0.12 0.17 0.2879
H -1.41638 2.97908 -2.16801 -0.11 -0.19 -0.11 0.2825
O -0.12283 2.03990 0.15592 1.49 0.16 0.90 -0.6271
H 0.53752 2.40790 0.80933 -1.24 -0.61 -1.06 0.1792
O 0.54829 1.69451 3.89035 -0.06 -0.04 0.29 -0.6611
C 0.22094 0.64814 4.68366 -0.14 -0.67 0.24 0.2969
C 0.41866 0.78041 6.06954 -0.32 -0.52 -0.23 -0.6783
C 0.02628 -0.28544 6.90389 0.26 0.50 0.14 -0.1852
C -0.53545 -1.45910 6.39868 -0.15 -0.08 -0.28 -0.6691
C -0.71903 -1.59152 5.02180 0.45 0.61 0.22 -0.3577
C -0.32266 -0.57289 4.16921 0.39 1.21 0.49 0.0314
C -0.48687 -0.77194 2.70698 -1.00 -1.77 -0.93 1.0614
O -1.23352 -1.66510 2.28262 1.18 1.52 0.53 -0.5903
O 0.23331 0.01122 1.94402 -0.12 0.15 0.22 -0.7160
H 0.39568 1.41569 2.95896 0.09 -0.34 0.03 0.5075
H 0.86859 1.71220 6.44807 -0.33 -0.59 -0.10 0.3504
H 0.17191 -0.16649 7.98541 -0.07 -0.13 -0.41 0.3112
H -0.85038 -2.29081 7.02894 0.17 0.36 0.13 0.3536
H -1.13974 -2.46187 4.53883 -0.08 -0.12 0.15 0.5034

Entry 4:
34
Properties=species:S:1:pos:R:3:forces:R:3:mulliken_charge:R:1 method="wB97M-V/def2-TZVPD" e_homo_ev=-7.100 orbital_gap_ev=10.0 total_charge=-1
N -22.89608 33.92551 -14.15179 0.42 0.98 0.95 1.0181
O -23.40655 34.93565 -13.48819 0.56 -1.80 -2.41 -0.7692
O -22.42450 32.98078 -13.50064 -0.41 -0.07 -0.17 -0.7191
O -22.79640 33.89589 -15.40769 -1.20 0.99 1.65 -0.6617
O -25.42105 34.77602 -16.42612 0.05 0.25 -2.64 -0.7261
H -25.85553 34.74747 -15.61132 -1.68 -0.38 1.89 0.4354
H -24.53327 34.87569 -16.14752 1.75 -0.09 0.10 0.3371
O -26.72717 34.77325 -14.07696 -6.11 2.96 -4.51 -0.6889
H -26.45687 35.67163 -14.07727 0.24 1.41 0.13 0.3438
H -26.15353 34.37064 -13.59389 5.78 -4.22 5.00 0.2964
O -22.26673 29.26556 -13.43632 1.78 -3.36 -2.76 -0.6403
H -22.69064 30.06696 -13.38372 -1.56 3.14 0.34 0.3062
H -22.17042 29.13374 -14.44257 -0.23 0.27 2.42 0.3278
O -22.76393 34.71497 -10.39624 -2.02 1.98 -0.57 -0.7386
H -23.04709 35.44850 -11.02837 0.50 -1.36 1.68 0.3580
H -22.08723 34.27457 -10.91361 0.31 0.04 0.17 0.4121
O -22.51218 37.14179 -12.06936 -1.97 0.01 0.23 -0.6501
H -22.75244 36.36890 -12.60123 0.07 0.10 -0.32 0.3841
H -21.59891 37.24808 -12.19514 1.90 0.18 -0.20 0.3066
O -20.73177 34.82006 -16.60626 4.42 1.02 1.09 -0.6675
H -21.42623 35.36773 -16.35281 -2.74 0.88 0.22 0.3773
H -20.10616 35.42894 -16.04169 -0.68 -2.22 -1.72 0.3402
O -22.25348 36.84255 -15.70662 1.98 3.00 -0.64 -0.7556
H -22.42588 36.89008 -16.63821 -0.28 0.31 -0.75 0.3179
H -22.74323 36.13907 -15.41104 -2.29 -2.75 1.63 0.3941
O -20.80125 31.94712 -16.31978 3.87 4.60 -1.70 -0.6467
H -21.23067 32.80475 -16.15476 -0.30 -0.91 0.20 0.4082
H -21.21957 31.19346 -16.13775 -3.33 -3.78 1.39 0.2875
O -20.71587 33.70573 -11.35068 1.94 -1.38 2.46 -0.7174
H -20.67019 32.98500 -10.61957 -0.34 1.64 -2.49 0.3346
H -21.15921 33.41530 -12.13970 -0.44 -1.15 -0.73 0.4189
O -23.87474 31.35066 -16.02310 -0.29 -5.27 7.38 -0.6145
H -23.83429 31.89146 -16.69191 0.57 5.20 -5.12 0.2832
H -23.63122 31.76501 -15.14418 -0.29 -0.23 -2.21 0.3084